No. 1
Computed, not measured: a structure of composition C32H48CaN2O30 at a distorted geometry, with ωB97M-V/def2-TZVPD.

Each line ends with the Mulliken charge.
Positions of all 113 atoms, in Å:
Ca 2.329 2.566 -2.458  1.7614
N 0.640 0.297 0.137  1.0569
O 1.400 1.166 0.461  -0.6481
O 0.142 -0.485 0.897  -0.6138
O 0.316 0.321 -1.101  -0.6803
N 3.240 5.622 -0.014  1.0868
O 3.438 6.431 0.902  -0.6062
O 2.133 5.328 -0.393  -0.6494
O 4.112 4.985 -0.575  -0.7040
C -4.961 -0.170 -6.013  -1.4825
C -3.442 -0.227 -5.936  0.5988
C -3.017 -1.580 -5.400  -0.4132
O -2.083 -1.988 -6.432  -0.3181
C -2.039 -1.138 -7.414  0.6578
O -1.300 -1.273 -8.405  -0.6106
O -2.905 -0.109 -7.200  -0.3284
H -5.312 0.765 -6.449  0.3485
H -5.383 -0.193 -5.008  0.3912
H -5.360 -0.994 -6.605  0.3886
H -3.102 0.507 -5.205  0.2150
H -3.832 -2.300 -5.320  0.2253
H -2.594 -1.594 -4.396  0.3276
C 9.011 -2.256 -3.929  -1.2883
C 7.951 -2.475 -2.766  0.4234
C 8.292 -1.982 -1.390  -0.3876
O 7.121 -1.243 -1.001  -0.2840
C 6.336 -1.068 -2.064  0.6475
O 5.289 -0.479 -2.085  -0.6167
O 6.813 -1.714 -3.092  -0.3690
H 9.665 -1.423 -3.670  0.3515
H 8.478 -1.981 -4.839  0.3242
H 9.618 -3.146 -4.093  0.3567
H 7.687 -3.530 -2.831  0.2635
H 9.240 -1.445 -1.369  0.2920
H 8.476 -2.842 -0.747  0.2875
C -1.654 4.080 3.472  -1.4397
C -1.359 5.502 2.879  0.6444
C -2.260 5.821 1.737  -0.6235
O -2.624 7.173 1.960  -0.2984
C -2.383 7.489 3.132  0.6949
O -2.620 8.615 3.498  -0.6145
O -1.792 6.453 3.798  -0.3628
H -1.343 3.225 2.871  0.3825
H -2.714 3.828 3.450  0.3669
H -1.290 3.983 4.496  0.3425
H -0.349 5.777 2.576  0.3621
H -3.110 5.175 1.521  0.2661
H -1.666 5.844 0.823  0.2762
C 3.425 -5.569 -3.642  -1.4132
C 2.557 -5.394 -2.418  0.5238
C 1.225 -4.649 -2.667  -0.3980
O 0.210 -5.489 -2.191  -0.2812
C 0.732 -6.690 -1.896  0.5996
O 0.117 -7.679 -1.599  -0.5342
O 2.129 -6.647 -1.989  -0.3569
H 4.342 -6.028 -3.274  0.3451
H 3.642 -4.562 -4.000  0.3933
H 3.019 -6.141 -4.476  0.3394
H 3.113 -4.923 -1.608  0.2246
H 1.164 -4.401 -3.726  0.2626
H 1.132 -3.743 -2.069  0.2964
C -0.964 -3.611 5.791  -1.3504
C -1.450 -2.539 6.745  0.4548
C -1.045 -2.799 8.184  -0.4977
O -0.799 -1.520 8.662  -0.3258
C -0.437 -0.742 7.637  0.6335
O 0.105 0.341 7.786  -0.5708
O -0.662 -1.369 6.476  -0.2488
H -1.449 -4.575 5.944  0.3753
H 0.103 -3.734 5.982  0.3144
H -1.059 -3.331 4.742  0.3244
H -2.510 -2.332 6.594  0.2892
H -0.096 -3.307 8.357  0.3052
H -1.848 -3.249 8.767  0.2984
C -5.923 -2.122 2.486  -1.4285
C -4.802 -1.489 1.649  0.3222
C -4.463 -2.125 0.360  -0.3432
O -4.588 -1.005 -0.533  -0.3054
C -5.135 0.014 0.154  0.6907
O -5.454 1.040 -0.428  -0.6482
O -5.232 -0.243 1.355  -0.3135
H -6.845 -2.022 1.914  0.3727
H -5.901 -1.650 3.468  0.3470
H -5.700 -3.173 2.669  0.3853
H -3.912 -1.414 2.274  0.3327
H -5.252 -2.828 0.095  0.2587
H -3.457 -2.545 0.364  0.3292
C 4.474 -2.840 3.456  -1.3822
C 4.512 -1.287 3.710  0.5066
C 3.915 -0.813 5.001  -0.3620
O 4.938 -0.171 5.730  -0.3277
C 6.073 -0.271 4.991  0.6627
O 7.153 0.124 5.412  -0.5950
O 5.835 -0.934 3.881  -0.3140
H 4.950 -3.357 4.289  0.3727
H 5.112 -3.065 2.601  0.3249
H 3.485 -3.236 3.225  0.3740
H 4.084 -0.761 2.857  0.2849
H 3.488 -1.648 5.558  0.1497
H 3.047 -0.174 4.838  0.3046
C -6.303 5.948 -3.682  -1.4357
C -4.867 6.143 -4.217  0.5627
C -4.034 7.067 -3.359  -0.4864
O -2.758 6.466 -3.327  -0.3227
C -2.876 5.139 -3.600  0.6423
O -1.986 4.316 -3.416  -0.5630
O -4.118 4.916 -4.179  -0.3065
H -6.394 5.440 -2.722  0.3741
H -6.795 5.219 -4.327  0.3549
H -6.960 6.810 -3.569  0.3806
H -4.815 6.550 -5.227  0.2223
H -4.528 7.314 -2.419  0.2613
H -3.898 8.029 -3.854  0.3136

Atomic forces in eV per Å
-0.6 0.2 2.8
-1.4 0.3 -2.4
3.0 2.5 1.6
-0.5 -1.3 0.9
-0.1 -0.5 -1.5
0.5 0.5 1.7
0.2 -0.3 -0.8
-5.1 -0.3 -1.0
4.0 -1.3 -1.2
-0.1 0.6 0.1
-2.3 -0.1 2.2
0.2 -0.7 -0.5
0.1 -1.5 1.9
2.1 0.5 -3.8
-2.4 0.7 2.9
1.4 -0.1 -1.3
0.1 0.0 -0.1
0.0 -0.2 0.1
0.1 -0.1 0.0
0.3 0.6 -0.6
-0.1 -0.1 -0.6
0.7 0.3 -0.3
-0.6 0.2 1.3
1.5 -0.4 -2.5
0.6 -1.0 0.4
0.8 0.2 0.7
-1.0 0.1 0.6
0.2 0.4 0.2
-0.4 -0.2 -1.7
0.1 0.0 0.0
0.0 -0.2 0.0
-0.1 0.1 0.0
-0.3 0.0 0.4
-0.4 0.8 0.0
-0.5 0.2 0.4
0.2 0.2 -0.5
-0.8 -2.1 0.2
0.6 -0.3 -2.8
-1.5 -2.1 -5.3
0.8 3.0 4.1
0.4 -1.0 1.3
-0.4 1.8 2.1
1.1 0.3 -0.2
-0.4 0.9 0.4
0.1 0.0 -0.2
0.4 -0.7 0.4
-0.3 0.1 0.6
-0.1 -0.2 -0.2
0.5 0.7 0.5
-0.6 0.5 -0.6
1.0 1.3 0.3
-0.2 -0.9 -0.3
0.6 -1.6 0.3
0.8 1.4 -0.3
-2.0 -1.3 0.7
0.2 -0.1 -0.4
0.3 0.0 -0.2
-0.3 -0.1 0.3
0.2 0.1 0.0
-0.6 -0.2 -0.1
0.3 0.2 -0.3
0.3 -0.1 0.0
1.1 -1.1 -0.8
-0.8 -0.8 0.4
-0.3 1.4 1.0
1.9 2.7 0.7
-1.3 -2.1 -0.7
-0.5 0.5 -0.3
-0.1 0.1 0.1
0.0 -0.2 -0.1
-0.2 0.1 0.1
0.0 0.2 0.3
-0.2 -0.8 -0.6
0.1 -0.1 0.0
1.1 -0.5 -0.3
0.4 -2.5 3.5
-0.5 -0.1 -1.1
0.6 -1.0 -0.5
0.1 3.5 -7.0
0.3 -1.3 1.2
-1.3 2.0 4.5
-0.2 0.0 0.4
-0.6 0.2 -0.2
-0.1 -0.1 -0.2
0.1 0.1 0.1
0.4 -0.4 -0.2
-0.2 0.0 -0.4
0.4 1.1 -0.1
-1.1 -1.9 -0.7
-2.3 -0.4 0.7
0.1 0.0 -0.6
2.2 1.0 2.9
-2.2 -0.8 -1.5
2.4 0.3 -1.4
-0.3 0.0 0.2
0.0 0.2 -0.2
-0.1 0.2 0.3
0.1 0.0 -0.1
0.4 -0.2 0.4
0.3 0.5 0.0
-0.1 -1.2 -0.5
-0.6 0.5 0.8
-0.4 1.5 -0.8
0.3 -1.1 0.9
0.7 -0.8 -0.3
-2.3 1.8 -0.7
1.3 -0.4 0.8
0.9 0.1 0.3
-0.2 0.2 -0.3
0.5 0.4 -0.5
-0.4 -0.5 -0.2
0.6 -0.6 0.6
0.0 0.0 0.0

Calculated values
E: -116795.741 eV
Kohn-Sham gap: 4.79 eV
largest force on an atom: 7.81 eV/A
energy above the lowest of the compared OMol25 structures with the same formula, charge and spin: 252.14 kcal per mole


No. 2
Computed, not measured: a cluster of 9 separate species, C32H48ClO20 in total at a distorted geometry, with ωB97M-V/def2-TZVPD.

Each line ends with the Mulliken spin population.
Positions of all 101 atoms, in Å:
Cl 0.419 -0.687 0.500  0.1023
O 0.064 0.064 1.612  -0.0156
O 1.797 -1.187 0.555  -0.0161
O -0.505 -1.721 0.224  -0.0051
O 0.399 0.241 -0.583  -0.0155
O -0.675 0.855 5.403  -0.0077
C -0.673 2.057 5.145  0.0143
O -0.953 3.066 6.084  -0.2938
C -0.972 4.387 5.456  0.3041
C -0.578 4.222 3.977  0.1031
C -0.148 2.734 3.898  0.7239
H -0.478 5.120 6.093  -0.0428
H -1.996 4.719 5.630  -0.1170
H 0.230 4.939 3.832  -0.1831
H -1.275 4.525 3.195  0.5690
H 0.927 2.777 3.721  -0.5200
H -0.682 2.211 3.105  -0.1430
O -5.991 -0.322 4.015  -0.0177
C -5.010 -0.655 3.397  0.0604
O -3.980 -1.225 4.050  -0.0054
C -2.942 -1.535 3.231  -0.0326
C -3.638 -1.666 1.900  0.0221
C -4.751 -0.690 1.915  -0.0666
H -2.145 -2.222 3.517  -0.0019
H -2.283 -0.669 3.167  0.0148
H -4.023 -2.685 1.897  0.0044
H -2.999 -1.554 1.023  -0.0036
H -5.481 -1.149 1.248  -0.0040
H -4.470 0.297 1.548  0.0120
O 4.573 3.049 -1.250  -0.1121
C 3.494 3.579 -1.077  0.0194
O 3.350 4.751 -1.585  -0.4209
C 2.072 5.266 -1.279  1.8005
C 1.246 4.071 -0.989  -1.5013
C 2.274 3.067 -0.537  0.1829
H 1.593 5.699 -2.157  0.0968
H 2.075 6.022 -0.495  -0.4722
H 0.739 3.582 -1.821  -0.1239
H 0.560 4.333 -0.183  0.5269
H 2.115 2.121 -1.055  0.1708
H 2.363 2.774 0.509  -0.0327
O -0.254 2.726 -5.325  -0.0460
C -0.583 1.615 -4.776  0.1183
O -1.885 1.331 -4.503  -0.0172
C -2.085 -0.003 -4.243  -0.0037
C -0.737 -0.723 -4.339  0.0050
C 0.321 0.393 -4.372  -0.0066
H -2.638 -0.465 -5.061  0.0009
H -2.558 -0.074 -3.264  -0.0088
H -0.747 -1.322 -5.250  -0.0008
H -0.584 -1.350 -3.461  0.0040
H 1.089 0.207 -5.122  0.0026
H 0.695 0.651 -3.381  -0.0085
O -2.165 -6.081 2.486  -0.0002
C -1.318 -5.384 3.095  0.0011
O -0.310 -4.747 2.447  0.0013
C 0.364 -3.750 3.218  -0.0009
C -0.280 -3.924 4.627  0.0025
C -1.387 -5.025 4.542  0.0001
H 0.200 -2.729 2.872  0.0000
H 1.425 -3.941 3.376  -0.0017
H -0.903 -3.085 4.934  -0.0015
H 0.334 -3.775 5.515  -0.0009
H -2.341 -4.549 4.766  0.0004
H -1.244 -5.938 5.120  -0.0001
O 6.696 -1.365 -4.017  0.0001
C 5.794 -1.126 -3.229  0.0017
O 5.939 -1.033 -1.918  0.0002
C 4.738 -0.534 -1.322  -0.0211
C 3.890 -0.153 -2.524  -0.0098
C 4.391 -0.845 -3.770  -0.0044
H 4.837 0.293 -0.620  0.0111
H 4.262 -1.423 -0.909  0.0006
H 4.031 0.887 -2.818  0.0006
H 2.809 -0.083 -2.396  0.0332
H 4.565 -0.292 -4.693  -0.0014
H 3.752 -1.675 -4.070  -0.0002
O -4.920 2.344 -1.981  -0.0055
C -3.985 2.576 -1.245  0.0757
O -4.104 2.059 0.062  0.0000
C -2.857 2.354 0.872  -0.3926
C -2.297 3.576 0.164  0.9838
C -2.613 3.320 -1.313  -0.2052
H -2.164 1.515 0.811  0.0500
H -2.919 2.457 1.955  0.0990
H -1.234 3.634 0.399  0.0300
H -2.646 4.511 0.603  -0.2304
H -2.007 2.725 -1.996  0.0810
H -2.707 4.304 -1.773  -0.1088
O 4.053 -4.470 -1.508  0.0001
C 3.012 -4.440 -2.100  0.0007
O 2.691 -5.472 -2.847  -0.0002
C 1.687 -5.194 -3.729  -0.0004
C 1.118 -3.809 -3.441  0.0020
C 1.954 -3.379 -2.187  -0.0031
H 0.963 -5.946 -3.419  0.0001
H 1.915 -5.239 -4.795  0.0000
H 0.081 -3.884 -3.112  -0.0003
H 1.257 -3.143 -4.293  -0.0006
H 1.375 -3.170 -1.287  0.0015
H 2.591 -2.500 -2.292  0.0003

Atomic forces in eV per Å
3.0 0.6 -2.9
-0.8 0.6 3.7
-1.1 -0.4 0.8
-0.9 -1.8 0.3
-0.2 1.0 -2.2
-0.6 2.8 -0.3
1.8 -0.4 1.7
0.3 -1.2 -1.0
-2.0 -0.4 0.4
0.6 0.2 0.9
-1.3 0.9 -0.8
1.1 -0.4 -0.3
-0.4 -0.1 -0.6
0.5 -0.4 -0.4
-0.6 -0.2 0.5
0.0 -1.0 0.3
0.6 0.0 -0.5
0.4 0.2 -0.5
-1.9 -0.4 0.6
-1.3 -0.1 2.8
2.6 2.0 -2.7
2.0 -1.8 -1.1
0.2 -0.1 -0.1
-1.2 -1.1 0.5
0.1 0.7 0.0
-0.3 -0.1 -0.4
0.3 -0.1 0.2
-0.8 0.8 0.6
-0.1 0.0 0.0
-0.1 -0.8 0.7
3.6 -1.5 -0.8
-0.2 3.4 -0.9
-1.4 0.9 -1.4
-0.9 -1.0 1.9
-1.2 -2.1 0.7
0.7 0.6 -0.3
0.3 -0.2 0.2
-0.3 0.8 -0.2
-0.3 -0.2 -0.2
-0.1 -0.2 0.2
-0.1 0.4 0.2
-1.3 -4.9 2.7
1.5 3.8 -2.4
1.3 2.2 -0.9
0.0 -1.9 0.3
0.7 0.0 0.9
-1.8 1.0 -0.8
-0.9 0.4 0.4
-0.2 -0.3 -0.2
0.4 -0.1 0.1
0.0 -0.2 -0.2
0.1 0.4 0.3
0.3 -0.3 0.0
3.0 1.8 1.7
-2.9 -1.1 -2.5
-0.2 -0.4 -0.5
-0.6 -0.4 2.6
-1.7 1.3 1.2
1.6 0.5 0.0
0.0 -0.3 -0.6
0.0 -0.2 -0.9
0.0 0.7 -0.9
0.9 -1.4 -0.2
-0.1 -0.5 -0.1
0.0 0.1 0.1
-0.2 0.0 1.4
1.0 -1.3 -3.1
0.7 0.7 0.0
-1.8 -1.2 -0.9
-1.5 3.0 -1.3
0.3 -0.6 1.3
0.5 -0.3 -0.1
0.1 0.2 0.8
0.6 0.5 0.7
-0.1 -0.9 0.5
-0.3 0.5 0.4
0.6 -0.7 0.2
1.8 0.8 0.1
-0.9 -0.7 1.8
1.4 0.5 0.5
0.0 -0.1 -1.4
1.4 -1.2 0.5
-1.9 0.8 -0.1
-0.1 -0.3 -0.7
-1.4 0.4 -0.1
0.1 -0.2 -0.3
-0.7 0.0 -0.5
0.6 -0.1 0.6
-0.3 -0.2 -0.5
0.0 0.6 0.5
0.7 0.2 1.5
1.8 -1.3 -0.8
-2.9 -0.4 -0.4
0.5 0.6 1.6
0.5 0.7 -0.8
-0.6 -0.1 -1.0
0.6 -0.6 0.2
0.0 0.2 -0.5
-0.3 0.1 0.2
0.1 -0.5 0.1
-0.5 0.5 -0.3

Calculated values
multiplicity: 2
E: -87425.271 eV
charge: -2
Kohn-Sham gap (spin up / spin down): 1.64 / 9.16 eV
largest force on an atom: 5.75 eV/A